Record 1
Molecular formula: C6H11N
Method: DFT, wB97M-V/def2-TZVPD

The geometry in ORCA input format:
```
! RIJCOSX wB97M-V def2-TZVPD def2/J DEFGRID3
* xyz -1 2
C -1.70 -1.48 -0.72
N -2.14 -0.18 -1.20
C -1.25 0.97 -0.84
C 2.92 0.44 1.89
C 2.09 0.00 0.80
C 0.83 0.59 0.54
C 0.19 0.59 -0.67
H -0.93 -1.89 -1.38
H -2.52 -2.18 -0.92
H -1.33 -1.48 0.31
H -3.06 -0.04 -0.80
H -1.59 1.46 0.08
H -1.32 1.66 -1.68
H 2.51 0.48 2.90
H 3.99 0.59 1.76
H 2.41 -0.82 0.16
H 0.22 0.89 1.40
H 0.70 0.40 -1.61
*
```

For the max |F|, the calculation gives 1.7 eV/Å. The energy relative to the best compared isomer or geometry (same formula, charge and spin) is 1.2212 eV. The HOMO energy (alpha / beta) is -0.0137 / -0.0709 Eh. Its total energy is -7887.244 eV. The orbital gap (alpha / beta) comes out at 4.41 / 5.92 eV.

Charges obtained by Löwdin population analysis, quoted in units of e: C -0.18; N -0.15; C -0.29; C -0.16; C -0.32; C -0.25; C -0.22; H 0.06; H 0.06; H 0.07; H 0.07; H 0.09; H 0.08; H -0.03; H -0.04; H 0.05; H 0.09; H 0.08

***

Record 2
Molecular formula: C6H11N
Method: DFT, wB97M-V/def2-TZVPD

The geometry in ORCA input format:
```
! RIJCOSX wB97M-V def2-TZVPD def2/J DEFGRID3
* xyz 0 1
C 2.26 0.40 -0.10
C 1.17 -0.64 -0.30
C -0.27 -0.09 -0.24
C -2.59 -1.45 1.11
C -0.59 1.00 -1.27
C -0.60 0.37 1.12
N -0.88 0.71 2.19
H 2.24 1.16 -0.89
H 3.25 -0.07 -0.12
H 2.15 0.91 0.86
H 1.26 -1.43 0.45
H 1.28 -1.13 -1.28
H -2.32 -1.88 2.10
H -3.37 -0.71 1.36
H -0.96 -0.93 -0.41
H -1.64 1.29 -1.19
H 0.02 1.89 -1.13
H -0.42 0.60 -2.27
*
```

For the max |F|, the calculation gives 1.1 eV/Å. The energy relative to the best compared isomer or geometry (same formula, charge and spin) is 4.7641 eV. The HOMO energy (alpha / beta) is -0.3498 / -0.3492 Eh. Its total energy is -7885.767 eV. The orbital gap (alpha / beta) comes out at 8.70 / 8.67 eV.

Charges obtained by Löwdin population analysis, quoted in units of e: C -0.10; C -0.23; C -0.40; C 0.18; C -0.06; C -0.24; N 0.17; H 0.07; H 0.07; H 0.08; H 0.12; H 0.11; H -0.05; H -0.05; H 0.08; H 0.09; H 0.08; H 0.09

***

Record 3
Molecular formula: C6H11N
Method: DFT, wB97M-V/def2-TZVPD

The geometry in ORCA input format:
```
! RIJCOSX wB97M-V def2-TZVPD def2/J DEFGRID3
* xyz 0 1
C -0.62 -0.49 1.56
C 1.67 -0.69 -0.03
C -0.26 0.05 0.20
C 0.91 0.91 0.12
N -2.47 -0.44 -0.66
C -1.13 -0.07 -0.86
C 1.48 1.85 -0.59
H -3.18 0.14 -1.10
H -2.68 -1.42 -0.81
H -0.88 0.42 -1.80
H -0.76 -1.57 1.51
H 0.14 -0.28 2.31
H -1.55 -0.05 1.92
H 2.27 -0.63 0.88
H 1.26 -1.70 -0.06
H 2.26 -0.61 -0.93
H 1.05 2.85 -0.63
H 2.48 1.74 -1.02
*
```

For the max |F|, the calculation gives 6.7 eV/Å. The energy relative to the best compared isomer or geometry (same formula, charge and spin) is 4.6332 eV. The HOMO energy is -0.2556 Eh. Its SMILES is C=C(C)/C(C)=C/N. Its total energy is -7885.898 eV. The orbital gap comes out at 7.73 eV.

Charges obtained by Löwdin population analysis, quoted in units of e: C -0.05; C -0.03; C -0.39; C -0.17; N -0.01; C -0.20; C 0.05; H 0.07; H 0.06; H 0.09; H 0.08; H 0.08; H 0.08; H 0.06; H 0.08; H 0.06; H 0.07; H 0.07

***

Record 4
Molecular formula: C6H11N
Method: DFT, wB97M-V/def2-TZVPD

The geometry in ORCA input format:
```
! RIJCOSX wB97M-V def2-TZVPD def2/J DEFGRID3
* xyz 0 1
C -1.09 1.38 -0.63
C -0.61 0.08 0.05
C -1.25 -1.16 0.02
N -2.64 -1.32 -0.32
C 0.71 0.25 1.01
C 2.00 0.70 0.33
C 3.04 -0.20 0.01
H -1.62 1.15 -1.66
H -1.87 1.99 -0.15
H -0.25 2.07 -0.89
H -0.52 -2.06 0.18
H -2.78 -1.40 -1.35
H -3.14 -2.16 0.06
H 0.97 -0.80 1.37
H 0.30 0.83 1.87
H 1.94 1.78 0.15
H 4.04 0.06 -0.28
H 2.78 -1.19 0.22
*
```

For the max |F|, the calculation gives 5.3 eV/Å. The energy relative to the best compared isomer or geometry (same formula, charge and spin) is 2.9641 eV. The HOMO energy is -0.3052 Eh. Its SMILES is C=CC/C(C)=C/N. Its total energy is -7887.567 eV. The orbital gap comes out at 9.30 eV.

Charges obtained by Löwdin population analysis, quoted in units of e: C -0.09; C -0.24; C -0.20; N -0.01; C -0.18; C -0.16; C 0.03; H 0.10; H 0.06; H 0.06; H 0.12; H 0.08; H 0.08; H 0.10; H 0.11; H 0.08; H 0.04; H 0.02

***

Record 5
Molecular formula: C6H11N
Method: DFT, wB97M-V/def2-TZVPD

The geometry in ORCA input format:
```
! RIJCOSX wB97M-V def2-TZVPD def2/J DEFGRID3
* xyz 0 1
C 2.33 1.00 2.68
C 1.97 1.20 1.41
N 1.37 0.27 0.61
C 0.56 0.54 -0.54
C -2.64 -1.46 -1.57
C -1.41 -0.62 -1.59
C -0.74 -0.23 -0.51
H 2.10 0.05 3.16
H 2.84 1.77 3.22
H 2.15 2.15 0.92
H 1.13 -0.58 1.11
H 0.36 1.62 -0.67
H 1.06 0.26 -1.47
H -3.25 -1.34 -2.46
H -2.44 -2.54 -1.49
H -3.27 -1.24 -0.71
H -1.10 -0.21 -2.54
H -1.04 -0.62 0.46
*
```

For the max |F|, the calculation gives 1.0 eV/Å. The energy relative to the best compared isomer or geometry (same formula, charge and spin) is 1.6130 eV. The HOMO energy is -0.2864 Eh. Its SMILES is C=CNC/C=C/C. Its total energy is -7888.918 eV. The orbital gap comes out at 8.95 eV.

Charges obtained by Löwdin population analysis, quoted in units of e: C -0.03; C -0.25; N -0.06; C -0.22; C -0.11; C -0.18; C -0.11; H 0.04; H 0.03; H 0.11; H 0.12; H 0.12; H 0.11; H 0.07; H 0.08; H 0.07; H 0.10; H 0.11

***

Record 6
Molecular formula: C6H11N
Method: DFT, wB97M-V/def2-TZVPD

The geometry in ORCA input format:
```
! RIJCOSX wB97M-V def2-TZVPD def2/J DEFGRID3
* xyz 0 1
C -2.33 0.23 -0.92
C -1.28 -0.13 0.10
C 0.05 -0.68 -0.51
C 1.04 -0.34 0.61
C 2.49 -0.05 0.23
C 0.42 0.90 1.19
N 0.21 1.93 1.66
H -3.22 0.59 -0.40
H -1.96 1.03 -1.57
H -2.62 -0.61 -1.57
H -1.07 1.00 0.82
H -1.65 -0.90 0.80
H 0.06 -1.76 -0.76
H 0.30 -0.14 -1.43
H 1.00 -1.12 1.38
H 2.96 -0.95 -0.17
H 2.54 0.73 -0.54
H 3.06 0.28 1.10
*
```

For the max |F|, the calculation gives 5.3 eV/Å. The energy relative to the best compared isomer or geometry (same formula, charge and spin) is 2.3959 eV. The HOMO energy is -0.3395 Eh. Its total energy is -7888.135 eV. The orbital gap comes out at 10.19 eV.

Charges obtained by Löwdin population analysis, quoted in units of e: C -0.14; C -0.29; C -0.17; C -0.35; C -0.06; C -0.29; N 0.16; H 0.07; H 0.08; H 0.07; H 0.16; H 0.11; H 0.13; H 0.12; H 0.15; H 0.08; H 0.09; H 0.08

***

Record 7
Molecular formula: C6H11N
Method: DFT, wB97M-V/def2-TZVPD

The geometry in ORCA input format:
```
! RIJCOSX wB97M-V def2-TZVPD def2/J DEFGRID3
* xyz 0 1
C -0.57 0.77 0.96
C 0.78 0.22 0.63
N 2.05 2.30 -0.19
C 0.16 -1.49 -0.92
C 0.82 -0.40 -0.74
C -2.22 -1.62 -0.50
C -1.00 -2.20 -0.72
H -1.37 -0.01 0.92
H -0.64 1.19 1.96
H -0.94 1.50 0.24
H 1.18 -0.43 1.41
H 1.52 1.27 0.48
H 2.23 3.03 0.50
H 2.90 2.09 -0.69
H 1.60 -0.03 -1.43
H -3.02 -2.21 -0.14
H -2.45 -0.68 -0.98
H -1.03 -3.28 -0.79
*
```

For the max |F|, the calculation gives 3.0 eV/Å. The energy relative to the best compared isomer or geometry (same formula, charge and spin) is 7.1897 eV. The HOMO energy is -0.2535 Eh. Its total energy is -7883.342 eV. The orbital gap comes out at 5.29 eV.

Charges obtained by Löwdin population analysis, quoted in units of e: C -0.11; C -0.22; N -0.06; C 0.05; C -0.15; C 0.04; C -0.18; H 0.05; H 0.08; H 0.09; H 0.12; H 0.02; H -0.03; H -0.04; H 0.11; H 0.05; H 0.08; H 0.10

***

Record 8
Molecular formula: C6H11N
Method: DFT, wB97M-V/def2-TZVPD

The geometry in ORCA input format:
```
! RIJCOSX wB97M-V def2-TZVPD def2/J DEFGRID3
* xyz 0 1
C -1.95 0.80 -0.80
C -1.24 1.01 0.59
C -0.31 -0.09 0.98
C 0.79 -0.52 0.34
C 1.62 -1.61 0.80
C 2.92 -1.83 0.50
N -0.95 1.08 -1.81
H -2.39 -0.18 -0.92
H -2.78 1.50 -0.96
H -0.79 1.98 0.55
H -2.08 1.15 1.26
H -0.49 -0.41 2.00
H 1.26 0.28 -0.33
H 1.31 -2.18 1.67
H 3.57 -1.07 0.06
H 3.34 -2.81 0.73
H -1.15 0.83 -2.77
H -0.66 2.07 -1.89
*
```

For the max |F|, the calculation gives 3.0 eV/Å. The energy relative to the best compared isomer or geometry (same formula, charge and spin) is 2.4606 eV. The HOMO energy is -0.3009 Eh. Its SMILES is C=C/C=C/CCN. Its total energy is -7888.071 eV. The orbital gap comes out at 9.07 eV.

Charges obtained by Löwdin population analysis, quoted in units of e: C -0.28; C -0.20; C -0.12; C -0.14; C -0.21; C -0.01; N -0.03; H 0.11; H 0.09; H 0.09; H 0.10; H 0.10; H 0.13; H 0.10; H 0.06; H 0.05; H 0.06; H 0.09

***

Record 9
Molecular formula: C6H11N
Method: DFT, wB97M-V/def2-TZVPD

The geometry in ORCA input format:
```
! RIJCOSX wB97M-V def2-TZVPD def2/J DEFGRID3
* xyz 0 1
C 0.29 -1.04 -2.34
C -0.06 0.19 -1.48
C -0.58 -0.14 -0.07
C 0.04 0.72 1.05
C -0.59 0.40 2.42
C 1.49 0.51 1.11
N 2.63 0.31 1.16
H 1.36 -1.06 -2.57
H 0.06 -1.98 -1.83
H -0.25 -1.05 -3.29
H 0.83 0.81 -1.39
H -0.81 0.80 -2.00
H -1.67 -0.01 -0.01
H -0.38 -1.19 0.18
H -0.12 1.79 0.83
H -1.66 0.61 2.39
H -0.45 -0.66 2.65
H -0.14 0.99 3.21
*
```

For the max |F|, the calculation gives 1.1 eV/Å. The energy relative to the best compared isomer or geometry (same formula, charge and spin) is 0.2832 eV. The HOMO energy is -0.4184 Eh. Its SMILES is CCC[C@@H](C)C#N. Its total energy is -7890.248 eV. The orbital gap comes out at 12.35 eV.

Charges obtained by Löwdin population analysis, quoted in units of e: C -0.10; C -0.24; C -0.19; C -0.38; C -0.07; C -0.21; N 0.15; H 0.07; H 0.07; H 0.07; H 0.10; H 0.10; H 0.12; H 0.11; H 0.15; H 0.08; H 0.09; H 0.08

***

Record 10
Molecular formula: C6H11N
Method: DFT, wB97M-V/def2-TZVPD

The geometry in ORCA input format:
```
! RIJCOSX wB97M-V def2-TZVPD def2/J DEFGRID3
* xyz 0 1
C 2.22 0.41 -0.09
C 1.10 -0.61 -0.26
C -0.31 0.00 -0.12
C -2.69 -1.61 0.92
C -0.60 1.06 -1.19
C -0.49 0.57 1.23
N -0.62 1.01 2.29
H 2.21 1.16 -0.88
H 3.20 -0.09 -0.12
H 2.14 0.93 0.87
H 1.21 -1.41 0.48
H 1.16 -1.08 -1.24
H -2.14 -1.80 1.87
H -3.20 -0.65 1.16
H -1.05 -0.82 -0.24
H -1.63 1.41 -1.14
H 0.07 1.92 -1.08
H -0.43 0.62 -2.18
*
```

For the max |F|, the calculation gives 1.2 eV/Å. The energy relative to the best compared isomer or geometry (same formula, charge and spin) is 4.8522 eV. The HOMO energy (alpha / beta) is -0.3632 / -0.3593 Eh. Its total energy is -7885.679 eV. The orbital gap (alpha / beta) comes out at 8.80 / 8.71 eV.

Charges obtained by Löwdin population analysis, quoted in units of e: C -0.10; C -0.22; C -0.39; C 0.16; C -0.05; C -0.24; N 0.16; H 0.07; H 0.08; H 0.08; H 0.12; H 0.12; H -0.05; H -0.05; H 0.08; H 0.09; H 0.08; H 0.09

***

Record 11
Molecular formula: C6H11N
Method: DFT, wB97M-V/def2-TZVPD

The geometry in ORCA input format:
```
! RIJCOSX wB97M-V def2-TZVPD def2/J DEFGRID3
* xyz 0 1
C -2.01 1.13 -0.38
C -1.32 -0.07 -0.88
C 1.30 1.46 0.45
C -0.11 -2.09 0.17
C 1.23 0.14 -0.11
C -0.10 -0.52 0.23
N -2.83 0.20 -0.41
H -1.78 2.08 0.04
H -1.08 -0.16 -1.88
H 2.27 1.82 0.31
H 1.00 1.48 1.52
H 0.67 2.25 0.05
H 0.76 -2.38 -0.38
H -1.07 -2.49 -0.30
H 0.06 -2.45 1.23
H 1.39 0.17 -1.18
H 2.05 -0.42 0.34
H -0.43 -0.16 1.18
*
```

For the max |F|, the calculation gives 5.2 eV/Å. The energy relative to the best compared isomer or geometry (same formula, charge and spin) is 3.4336 eV. The HOMO energy is -0.3396 Eh. Its SMILES is CC[C@H](C)[C@@H]1C=N1. Its total energy is -7887.098 eV. The orbital gap comes out at 10.31 eV.

Charges obtained by Löwdin population analysis, quoted in units of e: C -0.18; C -0.16; C -0.14; C -0.07; C -0.28; C -0.30; N 0.16; H 0.10; H 0.08; H 0.06; H 0.10; H 0.07; H 0.05; H 0.09; H 0.08; H 0.12; H 0.12; H 0.10

***

Record 12
Molecular formula: C6H11N
Method: DFT, wB97M-V/def2-TZVPD

The geometry in ORCA input format:
```
! RIJCOSX wB97M-V def2-TZVPD def2/J DEFGRID3
* xyz 0 1
C 1.32 -1.66 -0.81
N 1.75 1.39 -1.66
C 0.58 0.63 -1.40
C 0.44 -0.39 -0.46
C -0.29 -0.36 0.90
C -1.57 0.02 1.02
C -2.28 0.33 2.34
H 0.52 -2.40 -0.52
H 1.58 -1.63 -1.96
H 2.26 -1.67 -0.16
H 2.41 1.26 -0.91
H 1.72 2.40 -2.15
H -0.11 0.75 -2.20
H 0.02 -1.03 1.68
H -2.26 0.05 0.16
H -1.81 0.08 3.28
H -2.55 1.35 2.52
H -3.25 -0.28 2.39
*
```

For the max |F|, the calculation gives 4.1 eV/Å. The energy relative to the best compared isomer or geometry (same formula, charge and spin) is 5.4365 eV. The HOMO energy is -0.2242 Eh. Its SMILES is C/C=C/C(C)=C/N. Its total energy is -7885.095 eV. The orbital gap comes out at 6.38 eV.

Charges obtained by Löwdin population analysis, quoted in units of e: C -0.10; N 0.05; C -0.17; C -0.32; C -0.11; C -0.19; C -0.13; H 0.08; H 0.10; H 0.07; H 0.07; H 0.17; H 0.09; H 0.10; H 0.10; H 0.05; H 0.04; H 0.09

***

Record 13
Molecular formula: C6H11N
Method: DFT, wB97M-V/def2-TZVPD

The geometry in ORCA input format:
```
! RIJCOSX wB97M-V def2-TZVPD def2/J DEFGRID3
* xyz 0 1
C 2.37 1.39 0.86
N 1.47 -1.38 0.60
C 0.69 -0.32 0.16
C 1.09 0.96 0.21
C -3.00 -0.45 -1.09
C -1.69 0.03 -0.54
C -0.61 -0.75 -0.41
H 2.61 0.74 1.71
H 2.26 2.40 1.29
H 3.26 1.46 0.21
H 1.05 -2.19 1.01
H 2.42 -1.23 0.86
H 0.53 1.73 -0.31
H -3.04 -1.53 -1.18
H -3.28 0.07 -2.00
H -3.82 -0.21 -0.39
H -1.64 1.05 -0.21
H -0.66 -1.77 -0.76
*
```

For the max |F|, the calculation gives 0.9 eV/Å. The energy relative to the best compared isomer or geometry (same formula, charge and spin) is 0.9666 eV. The HOMO energy is -0.2798 Eh. Its SMILES is C/C=C(N)/C=C/C. Its total energy is -7889.565 eV. The orbital gap comes out at 8.75 eV.

Charges obtained by Löwdin population analysis, quoted in units of e: C -0.12; N 0.09; C -0.38; C -0.13; C -0.11; C -0.16; C -0.07; H 0.06; H 0.07; H 0.07; H 0.09; H 0.08; H 0.09; H 0.07; H 0.07; H 0.07; H 0.10; H 0.11